Entry 1:
A molecular structure, C23H31N2O3 in a non-equilibrium geometry, computed with ωB97M-V/def2-TZVPD.

The geometry in XYZ format:
```
59
C23H31N2O3, DFT ωB97M-V/def2-TZVPD
C -6.278 -2.539 -0.582
H -6.630 -2.850 0.270
H -5.440 -3.201 -0.987
H -7.047 -2.522 -1.453
C -5.632 -1.359 -0.655
C -5.015 -0.842 -1.764
N -4.416 0.407 -1.467
C -3.145 0.667 -1.200
O -2.422 -0.289 -1.008
C -2.693 2.004 -0.625
H -3.308 2.984 -1.219
C -3.284 2.309 0.742
H -4.240 1.937 0.814
H -2.888 3.303 1.215
C -2.535 1.129 1.602
N -1.293 0.692 1.294
C -0.477 1.719 0.647
H 0.487 1.546 0.483
H -0.417 2.803 1.258
C -1.240 2.321 -0.592
H -1.048 3.315 -1.019
H -0.931 1.772 -1.376
C -0.415 0.054 2.183
C 0.723 -0.613 1.615
C 2.075 -0.134 1.558
C 3.260 -0.834 1.159
C 3.008 -1.969 0.142
C 1.731 -1.979 -0.257
C 0.528 -1.628 0.527
H -0.353 -1.929 0.189
H 1.578 -2.750 -1.067
O 3.951 -2.416 -0.667
C 5.364 -2.074 -0.192
C 5.738 -0.825 -0.531
C 5.142 -0.056 -1.547
C 5.619 1.508 -1.790
C 6.600 1.906 -1.244
C 7.164 1.216 0.230
C 6.740 -0.051 0.264
H 7.105 -0.514 1.151
H 8.026 1.577 0.713
H 6.752 2.980 -1.053
H 5.019 1.804 -2.610
H 4.356 -0.601 -2.118
H 5.422 -2.302 0.767
H 6.061 -2.873 -0.850
H 4.246 -0.660 1.516
H 2.367 0.264 2.632
H -1.024 -0.753 2.432
H -0.224 0.661 2.993
H -1.434 0.153 0.277
H -3.147 0.310 1.737
H -2.180 1.595 2.639
H -4.855 1.263 -1.594
H -4.061 -1.544 -1.951
H -5.637 -0.599 -2.421
O -4.748 -1.231 0.489
H -4.231 -1.932 0.507
H -6.372 -0.328 -0.207
```

Values from the calculation:
Lowest unoccupied orbital energy, eV: -2.20
Multiplicity: 1
HOMO energy, eV: -10.8078
Charge: +1


Entry 2:
C23H31N3O in the gas phase, computed with ωB97M-V/def2-TZVPD.

The geometry in XYZ format:
```
58
C23H31N3O, DFT ωB97M-V/def2-TZVPD
C -3.749 -1.054 1.440
C -3.540 -0.624 0.018
C -3.827 -1.525 -1.001
C -3.685 -1.184 -2.334
C -3.272 0.092 -2.667
C -2.993 1.001 -1.663
C -3.096 0.659 -0.318
C -2.770 1.699 0.720
C -1.268 1.914 0.988
C -0.543 0.637 1.405
C 0.926 0.929 1.701
N 1.590 1.519 0.549
C 3.015 1.692 0.794
C 3.827 1.999 -0.470
C 3.395 1.153 -1.683
N 2.893 -0.149 -1.309
C 3.768 -1.135 -0.973
O 4.959 -1.111 -1.209
N 3.217 -2.230 -0.330
C 1.890 -2.526 -0.028
C 0.840 -2.192 -0.883
C -0.461 -2.515 -0.544
C -0.737 -3.181 0.638
C 0.304 -3.540 1.478
C 1.607 -3.219 1.149
C 0.937 2.762 0.177
C -0.515 2.496 -0.206
H -4.149 -2.065 1.473
H -2.815 -1.038 1.997
H -4.458 -0.396 1.943
H -4.174 -2.517 -0.744
H -3.910 -1.907 -3.105
H -3.176 0.383 -3.702
H -2.704 2.007 -1.928
H -3.185 2.657 0.393
H -3.245 1.441 1.667
H -1.198 2.634 1.813
H -0.612 -0.102 0.605
H -0.994 0.215 2.305
H 0.994 1.597 2.580
H 1.435 -0.007 1.951
H 3.202 2.485 1.541
H 3.383 0.753 1.219
H 4.872 1.789 -0.239
H 3.752 3.055 -0.732
H 4.245 1.007 -2.350
H 2.593 1.655 -2.229
H 2.037 -0.084 -0.769
H 3.915 -2.855 0.050
H 1.047 -1.711 -1.826
H -1.265 -2.249 -1.214
H -1.755 -3.430 0.895
H 0.102 -4.074 2.395
H 2.418 -3.505 1.803
H 0.975 3.493 1.006
H 1.467 3.191 -0.675
H -0.533 1.784 -1.031
H -0.977 3.430 -0.534
```

Values from the calculation:
Lowest unoccupied orbital energy, eV: 0.78
Structure (SMILES): Cc1ccccc1CC1CCN(CCCNC(=O)Nc2ccccc2)CC1
Multiplicity: 1
HOMO energy, eV: -8.3850


Entry 3:
C23H31N3O3S in the gas phase, computed with ωB97M-V/def2-TZVPD.

The geometry in XYZ format:
```
61
C23H31N3O3S, DFT ωB97M-V/def2-TZVPD
C -3.696 -3.529 -0.965
O -3.225 -2.246 -0.603
C -1.863 -2.209 -0.327
C -1.412 -2.466 0.971
C -2.375 -2.796 2.071
C -0.051 -2.413 1.223
C 0.860 -2.084 0.224
C 2.305 -2.044 0.585
O 2.783 -2.835 1.370
C 3.091 -0.894 0.011
C 4.599 -1.140 0.001
C 5.328 0.125 -0.445
C 4.914 1.312 0.435
N 3.480 1.528 0.484
C 2.926 2.143 -0.716
C 1.512 2.559 -0.495
C 1.039 3.631 0.183
N -0.309 3.749 0.276
C -0.920 2.782 -0.323
N -2.259 2.691 -0.467
C -2.903 1.423 -0.735
C -3.321 0.768 0.587
O -4.153 1.625 1.336
C -3.508 2.846 1.623
C -3.092 3.568 0.336
S 0.163 1.605 -1.080
C 2.798 0.334 0.914
C 0.388 -1.818 -1.055
C -0.966 -1.883 -1.346
C -1.448 -1.604 -2.739
H -3.208 -3.889 -1.877
H -3.530 -4.257 -0.165
H -4.764 -3.420 -1.142
H -2.419 -3.875 2.223
H -3.372 -2.437 1.827
H -2.052 -2.342 3.005
H 0.321 -2.622 2.215
H 2.738 -0.663 -0.997
H 4.836 -1.972 -0.666
H 4.915 -1.420 1.008
H 5.089 0.340 -1.489
H 6.407 -0.017 -0.373
H 5.391 2.230 0.086
H 5.242 1.126 1.462
H 3.528 3.035 -0.922
H 2.973 1.488 -1.601
H 1.652 4.379 0.651
H -3.792 1.620 -1.342
H -2.229 0.766 -1.283
H -2.417 0.517 1.164
H -3.891 -0.141 0.398
H -2.612 2.664 2.237
H -4.222 3.443 2.191
H -3.981 3.814 -0.252
H -2.529 4.471 0.565
H 1.724 0.525 0.948
H 3.136 0.106 1.930
H 1.071 -1.588 -1.859
H -2.521 -1.429 -2.744
H -0.942 -0.729 -3.143
H -1.227 -2.449 -3.391
```

Values from the calculation:
Lowest unoccupied orbital energy, eV: 0.57
Structure (SMILES): COc1c(C)cc(C(=O)[C@@H]2CCCN(Cc3cnc(N4CCOCC4)s3)C2)cc1C
Multiplicity: 1
HOMO energy, eV: -7.6272


Entry 4:
C23H31N3O4 in the gas phase, computed with ωB97M-V/def2-TZVPD.

The geometry in XYZ format:
```
61
C23H31N3O4, DFT ωB97M-V/def2-TZVPD
C -1.409 -5.190 2.347
O -0.713 -4.070 1.857
C -1.269 -3.356 0.840
C -2.471 -3.652 0.214
C -2.936 -2.848 -0.815
C -2.218 -1.741 -1.235
O -2.631 -0.884 -2.231
C -3.786 -1.219 -2.962
C -0.995 -1.438 -0.617
C -0.169 -0.243 -1.043
N 0.014 0.712 0.033
C 1.345 0.865 0.583
C 2.205 1.820 -0.249
C 3.652 1.811 0.251
N 4.225 0.482 0.096
C 5.163 0.079 1.129
C 6.546 0.715 0.947
O 7.078 0.405 -0.324
C 6.216 0.843 -1.353
C 4.815 0.230 -1.209
C -0.979 1.497 0.558
O -0.758 2.263 1.478
N -2.208 1.348 -0.038
C -3.401 1.989 0.288
C -3.561 2.794 1.413
C -4.785 3.383 1.670
C -5.863 3.184 0.825
C -5.708 2.385 -0.296
C -4.489 1.793 -0.563
C -0.543 -2.246 0.406
H -1.536 -5.955 1.574
H -2.389 -4.911 2.747
H -0.793 -5.591 3.150
H -3.065 -4.501 0.511
H -3.877 -3.103 -1.276
H -3.887 -0.445 -3.722
H -4.678 -1.223 -2.328
H -3.681 -2.192 -3.451
H -0.619 0.230 -1.923
H 0.826 -0.590 -1.330
H 1.236 1.263 1.594
H 1.839 -0.107 0.631
H 1.800 2.829 -0.175
H 2.175 1.516 -1.297
H 3.652 2.067 1.312
H 4.222 2.586 -0.281
H 5.268 -1.009 1.064
H 4.754 0.332 2.109
H 6.475 1.808 1.067
H 7.257 0.322 1.676
H 6.151 1.942 -1.338
H 6.679 0.531 -2.290
H 4.892 -0.855 -1.329
H 4.159 0.623 -1.987
H -2.276 0.743 -0.842
H -2.724 2.955 2.070
H -4.896 4.007 2.545
H -6.815 3.648 1.034
H -6.540 2.223 -0.966
H -4.369 1.176 -1.442
H 0.391 -2.027 0.898
```

Values from the calculation:
Lowest unoccupied orbital energy, eV: 0.64
Structure (SMILES): COc1ccc(OC)c(CN(CCCN2CCOCC2)C(=O)Nc2ccccc2)c1
Multiplicity: 1
HOMO energy, eV: -7.9369